Below is a cluster of 2 separate species, CH6NO2 in total, with properties calculated with ωB97M-V with the def2-TZVPD basis set.

```
10
Properties=species:S:1:pos:R:3:forces:R:3:mulliken_charge:R:1
O -1.00658 -2.11903 0.43409 -1.145 1.361 1.062 -0.771
O 0.32087 -0.13766 -1.30723 -1.419 0.467 0.132 -0.624
N -0.18742 0.82158 0.93158 -0.130 0.158 -0.169 -0.751
C 0.57391 0.91468 -0.26037 0.158 -0.419 0.940 -0.243
H -0.64598 -0.38180 -1.34721 1.309 0.697 0.499 0.299
H -0.78697 -1.20447 0.77989 -0.963 0.084 -0.035 0.362
H -0.11900 -2.30758 0.24271 1.988 -1.070 -0.891 0.294
H 1.63630 0.68708 -0.13604 0.623 -0.219 0.113 0.150
H 0.58167 1.93902 -0.63833 -0.393 0.210 -0.898 0.250
H -0.36679 1.78818 1.30091 -0.027 -1.269 -0.753 0.033
```
Forces are in eV/Å.

Summary:
calculated total energy	-246.898311	hartree
energy above the lowest of the compared OMol25 structures with the same formula, charge and spin	1.3855	eV
total charge	-1
HOMO-LUMO gap	6.61	eV

=====

Below is a cluster of 2 separate species, C4H2N3O7 in total, with properties calculated with ωB97M-V with the def2-TZVPD basis set.

```
16
Properties=species:S:1:pos:R:3:forces:R:3:mulliken_charge:R:1
O -1.76859 -2.38372 -0.36608 -2.389 0.261 -0.736 -0.465
O -1.75492 -1.26409 2.78307 0.432 1.661 -0.878 -0.572
O 3.50472 1.48019 0.20453 -1.316 -0.694 0.830 -0.627
O -0.94060 3.32238 -0.51255 -0.097 0.459 1.101 -0.489
O 0.31078 0.66810 -2.46001 0.728 -1.468 1.680 -0.336
O -0.75454 0.26552 1.45703 0.846 1.016 0.346 -0.171
O -0.30954 -2.05116 1.30228 0.392 1.307 0.016 -0.276
N -0.26818 1.82182 -2.16207 -0.783 1.791 -1.571 -0.225
N 0.06672 0.26917 0.23100 -0.196 -0.583 -2.287 -0.697
N 2.42549 0.82581 0.43179 2.443 1.192 -1.379 0.140
C -0.52247 2.45869 -1.18060 -0.459 0.325 -0.502 0.636
C -1.03535 -0.91917 1.87413 -0.747 -3.606 1.558 0.678
C -0.72747 -2.55640 0.13772 2.561 0.183 -0.400 0.186
C 1.25288 0.76913 0.16685 -1.048 -0.664 2.958 0.416
H 0.10729 -3.07151 -0.40562 -0.364 -0.095 0.813 0.355
H 0.41376 0.36526 -1.50148 -0.005 -1.083 -1.549 0.448
```
Forces are in eV/Å.

Summary:
calculated total energy	-844.391860	hartree
energy above the lowest of the compared OMol25 structures with the same formula, charge and spin	0.0000	eV
total charge	-1
HOMO-LUMO gap	8.16	eV

=====

Below is a structure of composition C36H44I2N4OSSe2SiZn, with properties calculated with ωB97M-V with the def2-TZVPD basis set.

```
92
Properties=species:S:1:pos:R:3:forces:R:3:mulliken_charge:R:1
I 4.68009 0.82836 -2.70736 0.104 -0.015 0.258 0.001
I 7.75776 0.50773 2.44370 -0.325 0.003 -0.161 0.020
Se -1.53262 1.52023 4.67870 0.237 0.296 0.259 -0.060
Se -2.77009 0.02105 3.47108 -0.399 -0.294 -0.335 0.061
Zn 0.55370 0.24723 0.40951 0.849 0.034 -0.222 -0.535
S -1.59374 2.80623 -0.35608 0.089 -0.001 0.225 0.055
Si -0.52538 -1.25120 -1.21665 -0.303 -0.002 0.048 0.179
O 2.31721 0.74796 -0.60790 -0.583 0.071 0.239 -0.177
N 0.15354 2.39324 2.53230 -0.309 0.057 0.072 0.492
N 2.25312 0.44579 2.05010 -0.446 -0.039 -0.245 0.520
N -0.80299 3.88720 -2.63040 -0.250 0.037 -0.080 0.124
N -0.52068 -1.60928 3.73778 0.274 0.085 -0.040 0.230
C -0.53833 5.06988 2.81398 0.039 0.039 -0.010 -0.438
C 4.68270 0.66526 -0.61522 -0.489 0.041 -0.393 -0.109
C 0.11503 -4.06363 -1.77007 -0.032 0.079 0.016 -1.806
C 5.88910 0.54623 1.45317 0.595 0.031 0.018 -0.239
C -2.55816 -2.77497 4.16442 -0.094 0.136 -0.070 -0.731
C -3.29364 4.49281 -3.53777 0.138 -0.053 0.086 -0.303
C -2.36775 -1.74600 -0.78694 0.123 -0.112 -0.163 2.876
C -3.08387 -2.50654 -1.91415 0.086 -0.008 0.043 -1.802
C 4.67883 0.52478 2.17818 -0.340 -0.039 -0.076 1.002
C 5.88797 0.60534 0.08402 0.079 -0.002 0.264 -0.286
C -1.69005 0.46525 -3.24326 0.027 -0.088 0.081 -1.905
C 0.47961 4.69388 1.95908 -0.009 0.080 -0.029 -0.948
C 2.02204 -2.45518 -1.75688 -0.071 0.085 0.050 -2.079
C -0.48843 -0.45981 -3.01547 0.081 0.019 0.135 3.191
C -0.46558 -3.92416 4.30586 -0.030 -0.072 -0.007 -0.823
C -1.17601 4.09410 3.56219 -0.044 -0.079 0.082 -0.707
C 0.77924 3.34641 1.84332 0.081 -0.149 0.083 -0.061
C -1.83559 -1.63296 3.83923 0.230 0.202 -0.009 0.114
C -1.85654 3.54983 -1.82342 0.136 0.011 0.146 -0.153
C -1.85017 -3.94204 4.39162 0.012 -0.046 -0.036 -0.309
C -0.78388 2.77214 3.39571 0.021 -0.078 -0.113 -0.001
C 0.76365 0.40982 -3.18147 -0.075 -0.114 -0.006 -1.366
C -0.93197 4.51225 -3.82648 0.018 0.053 -0.181 -0.257
C 0.96985 -3.12775 0.36611 -0.124 -0.009 -0.004 -1.882
C 3.33346 0.50973 4.17101 0.104 0.011 -0.042 -1.593
C -2.35677 -2.66452 0.43838 0.040 0.067 0.011 -1.733
C 0.67456 -2.79879 -1.10477 -0.075 0.071 -0.026 2.437
C 3.46024 0.52584 1.44749 0.398 -0.028 0.081 -0.088
C 4.56851 0.51822 3.58411 -0.040 -0.026 0.042 -0.703
C -3.19937 -0.50868 -0.43192 0.093 -0.019 0.010 -1.219
C -0.50245 -1.52091 -4.12440 0.018 -0.005 0.132 -1.966
C 2.18878 0.45887 3.36055 -0.082 -0.221 0.023 0.022
C -3.14657 3.86024 -2.34125 -0.061 0.093 -0.127 -0.573
C -2.15548 4.84671 -4.30399 -0.059 -0.006 -0.037 -0.617
C 3.43501 0.65054 0.01268 0.371 0.022 -0.100 -0.711
C 0.15474 -2.73149 3.97566 -0.040 0.048 -0.027 -0.172
H -3.36624 -2.73989 0.86054 -0.001 -0.022 -0.014 0.696
H -2.02467 -3.67304 0.18669 -0.013 0.021 0.063 0.260
H 1.74318 -3.90162 0.42629 0.033 0.003 -0.027 0.629
H 0.39717 -2.13575 -4.11200 -0.038 -0.019 -0.048 0.362
H 1.57477 3.00532 1.18728 -0.064 0.018 -0.089 0.155
H 0.09024 -3.50497 0.89031 0.068 0.062 0.025 0.283
H 1.68152 -0.16732 -3.09544 0.031 0.111 0.033 0.136
H 2.74333 -3.25757 -1.56759 -0.022 -0.043 0.014 0.617
H -4.18945 -0.81777 -0.07504 -0.006 -0.039 0.002 0.560
H 5.47014 0.52421 4.18230 -0.015 0.029 0.023 0.167
H 2.43389 -1.52974 -1.34787 0.053 -0.025 -0.071 0.322
H -1.69547 -2.27302 1.20853 0.014 0.024 0.218 -0.071
H 6.82032 0.62111 -0.46296 0.000 0.000 0.002 0.357
H -1.95541 4.33955 4.26944 -0.031 0.016 -0.044 0.475
H -3.27241 -1.88173 -2.78576 0.002 -0.030 -0.017 0.339
H -4.28191 4.72105 -3.91493 -0.014 -0.001 0.022 0.402
H -1.37002 -2.17841 -4.04490 0.028 -0.015 -0.067 0.280
H -2.63011 -0.08183 -3.28687 -0.035 0.058 -0.019 0.274
H -0.01821 4.71404 -4.36641 0.040 -0.015 0.070 0.411
H -2.72485 0.07540 0.35553 -0.020 0.054 0.060 -0.165
H 1.20253 0.41062 3.79558 -0.126 -0.045 0.041 0.348
H -2.37342 -4.85681 4.63841 -0.006 0.006 0.016 0.400
H 0.75705 0.88621 -4.16993 -0.034 -0.017 -0.051 0.598
H -1.75921 1.21173 -2.45405 -0.067 -0.081 -0.043 -0.009
H -2.25397 5.35468 -5.25062 0.049 -0.023 -0.016 0.420
H -3.99222 3.56336 -1.73935 -0.016 0.032 -0.001 0.442
H 1.33623 -2.24912 0.90666 0.056 -0.047 0.067 -0.071
H -0.11658 -3.90258 -2.82382 0.002 -0.051 0.015 0.291
H 1.23403 -2.66194 3.88294 -0.018 -0.038 0.011 0.396
H 0.11670 -4.81698 4.48613 0.019 0.009 -0.011 0.439
H -0.54569 -1.02372 -5.09999 -0.009 0.010 -0.020 0.553
H 1.93769 -2.34060 -2.83713 0.058 0.020 0.015 0.293
H 0.85250 -4.87198 -1.70997 0.027 0.001 -0.005 0.533
H -0.83476 6.10704 2.90049 0.025 0.009 0.039 0.407
H -2.51334 -3.37997 -2.23534 -0.080 -0.003 -0.039 0.268
H 1.01777 5.42766 1.37520 0.024 -0.037 -0.020 0.469
H -3.34779 0.14979 -1.28509 -0.006 0.042 0.033 0.342
H 0.79966 1.19118 -2.42052 0.066 0.020 -0.027 -0.136
H -4.05667 -2.85822 -1.55100 -0.011 -0.009 0.001 0.526
H -1.57078 0.98643 -4.20104 0.035 -0.007 -0.034 0.663
H 0.11416 3.62624 -2.29530 0.018 -0.049 0.046 0.120
H -3.63689 -2.74029 4.23192 0.002 -0.013 0.041 0.457
H -0.79090 -4.41238 -1.27190 0.033 -0.039 -0.055 0.330
H 3.22544 0.53638 5.24653 -0.016 -0.042 -0.003 0.462
```
Forces are in eV/Å.

Summary:
calculated total energy	-9557.773453	hartree
energy above the lowest of the compared OMol25 structures with the same formula, charge and spin	0.0737	eV
total charge	0
HOMO-LUMO gap	7.06	eV